{"formula": "C5H5Cl2LaNO5Rh", "method": "ωB97M-V/def2-TZVPD", "spin_multiplicity": 5, "e_tot_ha": -1685.0862, "lumo_ev": [-15.7, -20.2], "charge": 4, "de_lowest_ev": 1.857, "elements": ["La", "Rh", "Cl", "Cl", "C", "C", "C", "O", "O", "O", "N", "C", "C", "O", "O", "H", "H", "H", "H", "H"], "xyz": [[1.378, 1.367, 1.127], [-0.425, -0.872, -1.073], [1.256, 2.287, 3.513], [3.844, 0.948, 0.377], [-0.010, 0.078, -2.511], [0.180, 3.719, 0.586], [1.547, 2.767, -1.340], [0.354, 0.783, -3.378], [-0.182, 4.807, 0.461], [1.753, 3.592, -2.120], [-2.492, -3.156, 1.115], [-1.268, -2.549, 0.385], [-0.673, -1.655, 1.418], [-0.903, -1.872, 2.601], [0.005, -0.624, 0.939], [-2.261, -3.182, 2.133], [-2.782, -4.054, 0.720], [-3.245, -2.486, 0.936], [-0.610, -3.395, 0.194], [-1.744, -2.076, -0.547]]}